# 1
{
  "formula": "C47H68AsN5O4S2ScSi3",
  "method": "the ωB97M-V functional and the def2-TZVPD basis",
  "fmax_ev_per_a": 0.687,
  "charge": -1,
  "lumo_energy_ev": 2.270,
  "orbital_gap_ev": 6.562,
  "symbols": ["Sc", "C", "N", "C", "C", "N", "C", "C", "C", "C", "C", "C", "C", "S", "C", "C", "C", "C", "C", "C", "S", "H", "H", "H", "H", "H", "H", "H", "H", "H", "H", "H", "H", "H", "H", "H", "H", "H", "H", "O", "C", "O", "C", "C", "C", "C", "O", "C", "O", "C", "C", "H", "H", "H", "H", "H", "C", "Si", "C", "C", "As", "Si", "C", "C", "C", "Si", "C", "C", "C", "H", "H", "H", "H", "H", "H", "H", "H", "H", "H", "H", "H", "H", "H", "H", "H", "H", "H", "H", "H", "H", "H", "H", "H", "H", "H", "H", "C", "N", "C", "C", "C", "C", "C", "C", "C", "C", "H", "H", "H", "H", "H", "H", "H", "H", "H", "H", "H", "H", "N", "C", "C", "C", "C", "C", "N", "H", "H", "H", "H", "H", "H"],
  "coordinates": [[1.00074, -0.44137, 0.69526], [2.02347, -2.98691, -2.64649], [1.76386, -3.15598, -1.21826], [3.06140, -3.31456, -0.55850], [3.02676, -3.30700, 0.95269], [3.06990, -1.96487, 1.59324], [4.35617, -1.31171, 1.27052], [3.01072, -2.19650, 3.04111], [3.98343, -2.99599, 3.64117], [3.96765, -3.27542, 4.99510], [2.94969, -2.74198, 5.77857], [1.99776, -1.92926, 5.20097], [2.01106, -1.62153, 3.82987], [0.87045, -0.44272, 3.24955], [0.87152, -4.24323, -0.92188], [0.91539, -5.40937, -1.68486], [0.05054, -6.46733, -1.45839], [-0.87607, -6.36702, -0.42924], [-0.92043, -5.22248, 0.34528], [-0.06328, -4.13289, 0.12531], [-0.25166, -2.74110, 1.18426], [1.10255, -3.06911, -3.21434], [2.73212, -3.73725, -3.03330], [2.47117, -2.01067, -2.80730], [3.70981, -2.52695, -0.94028], [3.50650, -4.27664, -0.86973], [3.89792, -3.87906, 1.29169], [2.14101, -3.81666, 1.32486], [5.19788, -2.00235, 1.40910], [4.49256, -0.45975, 1.93344], [4.36429, -0.97198, 0.23858], [4.77835, -3.41318, 3.03645], [4.73532, -3.90232, 5.43056], [2.90639, -2.95158, 6.84073], [1.21573, -1.48835, 5.80601], [1.64049, -5.48309, -2.48580], [0.10210, -7.35623, -2.07497], [-1.56632, -7.17803, -0.22885], [-1.64207, -5.14011, 1.14891], [3.99984, -0.49711, -1.95864], [3.05633, 0.26779, -1.79036], [2.05185, 0.05277, -1.00876], [3.06014, 1.58202, -2.53083], [2.37718, 2.68195, -2.03600], [2.37993, 3.90820, -2.70869], [3.08488, 3.96200, -3.88344], [3.23674, 5.02810, -4.73503], [4.08544, 4.57581, -5.78681], [4.39189, 3.20541, -5.56004], [3.77579, 2.86777, -4.37530], [3.79728, 1.66607, -3.72248], [1.85056, 2.58342, -1.09647], [1.85209, 4.76783, -2.32000], [5.00907, 5.16108, -5.78256], [3.56209, 4.67839, -6.74068], [4.34939, 0.80952, -4.08232], [-2.41625, 0.56942, 3.99338], [-3.39423, 0.13085, 2.46354], [-4.92578, 1.22345, 2.57320], [-3.86225, -1.66824, 2.72374], [-2.19724, 0.23011, 0.36628], [-2.61274, 2.36601, -0.62532], [-3.80781, 3.46092, 0.32627], [-0.97253, 3.24008, -0.87605], [-3.33849, 2.25473, -2.35240], [-3.90219, -1.04856, -0.77361], [-4.02202, -0.85612, -2.64762], [-3.72597, -2.88364, -0.38183], [-5.62795, -0.49655, -0.24557], [-2.88062, 0.01748, 4.81746], [-2.49120, 1.63093, 4.22037], [-1.36886, 0.27693, 3.96362], [-5.49761, 0.87964, 3.44227], [-5.58202, 1.21315, 1.70810], [-4.63293, 2.25487, 2.77040], [-4.29272, -1.74137, 3.72756], [-2.95564, -2.27898, 2.70022], [-4.57740, -2.08538, 2.02051], [-3.53843, 3.60492, 1.37033], [-4.82091, 3.05669, 0.28902], [-3.81671, 4.44331, -0.15718], [-0.20629, 2.99115, -0.14085], [-1.12005, 4.32385, -0.86483], [-0.59890, 2.96603, -1.86582], [-4.38355, 1.94687, -2.37238], [-2.75625, 1.60882, -3.00844], [-3.28042, 3.27112, -2.75839], [-3.10623, -0.60621, -3.17234], [-4.77583, -0.11007, -2.89855], [-4.36848, -1.82099, -3.02976], [-4.66407, -3.27002, 0.02466], [-3.50675, -3.43717, -1.29698], [-2.92761, -3.08703, 0.33160], [-5.77930, 0.56681, -0.44756], [-5.88180, -0.69274, 0.79345], [-6.33169, -1.05311, -0.87437], [-1.75902, 4.21452, 3.99997], [-0.60122, 4.22810, 3.14045], [-0.74650, 5.20361, 2.08095], [-0.22943, 2.90719, 2.64727], [1.19355, 2.83034, 2.13041], [2.07148, 3.82332, 2.56319], [3.42317, 3.78518, 2.26022], [3.89791, 2.72012, 1.52001], [3.00802, 1.74513, 1.08549], [1.62520, 1.73533, 1.34806], [-1.91907, 5.21187, 4.41670], [-1.60202, 3.52011, 4.82531], [-2.68888, 3.92105, 3.47793], [-0.89925, 6.19588, 2.51259], [-1.60029, 4.98644, 1.42053], [0.15513, 5.22895, 1.46942], [-0.93222, 2.54832, 1.87187], [-0.30935, 2.20061, 3.47745], [1.68123, 4.62555, 3.17706], [4.08679, 4.56784, 2.60933], [4.95006, 2.64315, 1.26603], [3.44950, 0.94970, 0.50314], [0.12866, 0.70923, -3.56986], [-0.39884, -0.56079, -3.55317], [-0.71925, -1.24610, -4.73454], [-1.29189, -2.49777, -4.63343], [-1.54766, -3.03459, -3.37792], [-1.20329, -2.27253, -2.27538], [-0.63424, -1.07264, -2.34620], [0.67406, 0.96384, -4.37807], [0.57688, 0.94996, -2.69680], [-0.51747, -0.79262, -5.69675], [-1.54077, -3.05087, -5.53126], [-1.98270, -4.01632, -3.24827], [-1.37600, -2.63164, -1.27048]],
  "atomic_forces_ev_per_a": [[0.6, -0.3, 0.2], [0.0, 0.0, 0.0], [0.0, 0.0, 0.0], [0.0, 0.0, 0.0], [0.0, 0.0, 0.0], [-0.1, 0.0, 0.0], [0.0, 0.0, 0.1], [-0.1, 0.0, 0.0], [0.0, 0.0, 0.0], [0.0, 0.0, 0.0], [0.0, 0.0, 0.0], [0.0, 0.0, 0.0], [0.0, 0.0, 0.0], [0.0, 0.0, -0.1], [0.0, 0.0, 0.0], [0.0, 0.0, 0.0], [0.0, 0.0, 0.0], [0.0, 0.0, 0.0], [0.0, 0.0, 0.0], [0.0, 0.0, -0.1], [0.0, 0.1, 0.0], [-0.1, 0.0, 0.0], [0.0, 0.0, 0.0], [0.0, 0.0, 0.0], [0.0, 0.0, 0.0], [0.0, 0.0, 0.0], [0.0, 0.0, 0.0], [0.0, 0.0, 0.0], [0.0, 0.0, 0.0], [0.0, 0.0, 0.0], [0.0, 0.0, 0.0], [0.0, 0.0, 0.0], [0.0, 0.0, 0.0], [0.0, 0.0, 0.0], [0.0, 0.0, 0.0], [0.0, 0.0, 0.0], [0.0, 0.0, 0.0], [0.0, 0.0, 0.0], [0.0, 0.0, 0.0], [0.0, 0.0, 0.0], [0.1, 0.2, 0.1], [-0.2, -0.3, -0.2], [0.0, 0.0, 0.0], [-0.1, 0.0, 0.0], [0.0, 0.0, 0.0], [0.0, 0.0, 0.0], [0.0, 0.0, 0.0], [0.0, 0.0, 0.0], [0.0, 0.0, 0.0], [0.0, 0.0, 0.0], [0.0, 0.0, 0.0], [0.0, 0.0, 0.0], [0.0, 0.0, 0.0], [0.0, 0.0, 0.0], [0.0, 0.0, 0.0], [0.0, 0.0, 0.0], [0.0, 0.0, 0.0], [0.0, 0.0, -0.1], [0.0, 0.0, 0.1], [0.1, 0.0, 0.0], [-0.3, 0.1, 0.0], [0.0, 0.0, 0.1], [0.0, 0.0, 0.0], [0.0, 0.0, 0.0], [0.0, 0.1, 0.0], [0.0, 0.1, 0.0], [0.0, 0.0, 0.0], [0.0, 0.0, 0.0], [0.0, -0.1, -0.1], [0.0, 0.0, 0.0], [0.0, 0.0, 0.0], [0.0, 0.0, 0.0], [0.0, 0.0, 0.0], [0.0, 0.0, 0.0], [0.0, 0.0, 0.0], [0.0, 0.0, 0.0], [0.0, 0.0, 0.0], [0.0, 0.0, -0.1], [0.0, 0.0, 0.0], [0.0, 0.0, 0.0], [0.0, 0.0, 0.0], [0.0, 0.0, 0.0], [0.0, 0.0, 0.0], [0.0, 0.0, 0.0], [0.0, 0.0, 0.0], [0.0, 0.0, 0.0], [0.0, 0.0, 0.0], [0.1, 0.0, 0.0], [0.0, 0.0, 0.0], [0.0, 0.0, 0.0], [0.0, 0.0, 0.0], [0.0, 0.0, 0.0], [0.0, 0.0, 0.0], [0.0, 0.0, 0.0], [0.0, 0.0, 0.0], [0.0, 0.0, 0.0], [0.0, 0.0, 0.0], [0.0, 0.0, 0.0], [0.0, 0.0, 0.0], [0.0, 0.0, 0.0], [0.0, 0.0, 0.0], [0.0, 0.0, 0.0], [0.0, 0.0, 0.0], [0.0, 0.0, 0.0], [0.0, 0.0, 0.0], [0.0, 0.1, -0.1], [0.0, 0.0, 0.0], [0.0, 0.0, 0.0], [0.0, 0.0, 0.0], [0.0, 0.0, 0.0], [0.0, 0.0, 0.0], [0.0, 0.0, 0.0], [0.0, 0.0, 0.0], [0.0, 0.0, 0.0], [0.0, 0.0, 0.0], [0.0, 0.0, 0.0], [0.0, 0.0, 0.0], [0.0, 0.0, 0.0], [0.0, 0.1, 0.0], [0.0, -0.1, 0.0], [0.0, 0.0, 0.0], [0.0, 0.0, 0.0], [0.0, 0.0, 0.0], [0.1, 0.0, 0.0], [0.0, 0.0, 0.0], [0.0, 0.0, 0.0], [0.0, 0.0, 0.0], [0.0, 0.0, 0.0], [0.0, 0.0, 0.0], [0.0, 0.0, 0.0], [0.0, 0.0, 0.0]]
}

=====

# 2
{
  "formula": "C47H69N3O2PS2SbSi4Sn",
  "method": "the ωB97M-V functional and the def2-TZVPD basis",
  "fmax_ev_per_a": 1.505,
  "charge": 2,
  "lumo_energy_ev": -6.178,
  "e_above_lowest_kcal_mol": 20.12,
  "orbital_gap_ev": 6.604,
  "symbols": ["Sn", "C", "Si", "C", "N", "C", "C", "C", "C", "C", "C", "C", "C", "C", "C", "C", "C", "C", "C", "C", "C", "C", "H", "H", "H", "H", "H", "H", "H", "H", "H", "H", "H", "H", "H", "H", "H", "H", "H", "H", "H", "H", "H", "H", "H", "H", "S", "P", "S", "C", "C", "C", "C", "C", "C", "C", "C", "C", "C", "C", "C", "H", "H", "H", "H", "H", "H", "H", "H", "H", "H", "O", "C", "N", "C", "O", "C", "C", "C", "C", "N", "C", "H", "H", "H", "H", "H", "H", "H", "H", "C", "Si", "C", "C", "Sb", "Si", "C", "C", "C", "Si", "C", "C", "C", "H", "H", "H", "H", "H", "H", "H", "H", "H", "H", "H", "H", "H", "H", "H", "H", "H", "H", "H", "H", "H", "H", "H", "H", "H", "H", "H"],
  "coordinates": [[-0.07253, 0.13493, 0.55059], [0.23997, -0.41007, 2.71749], [2.03187, -0.97997, 3.07019], [2.99787, -0.00307, 1.69149], [2.46007, -0.14697, 0.34379], [2.79617, -1.46537, -0.23491], [3.71837, -1.38417, -1.44941], [4.89707, -0.45417, -1.17851], [4.39827, 0.95273, -0.81131], [2.89637, 0.93373, -0.53801], [2.60947, -0.33637, 4.75449], [2.67707, -1.18387, 5.85879], [3.10037, -0.71557, 7.08979], [3.46447, 0.61033, 7.24389], [3.39637, 1.46673, 6.15909], [2.96807, 0.99833, 4.93189], [2.22697, -2.84577, 2.83599], [1.17607, -3.63617, 2.37809], [1.30897, -5.00707, 2.26169], [2.51117, -5.61617, 2.57589], [3.57517, -4.84617, 3.01579], [3.42927, -3.47797, 3.15479], [0.03437, 0.51833, 3.25169], [-0.49773, -1.15447, 3.01619], [4.04817, -0.29367, 1.71259], [2.95787, 1.05533, 1.94629], [1.87237, -1.96837, -0.53821], [3.26667, -2.08047, 0.53509], [3.16537, -1.03057, -2.32101], [4.08057, -2.38787, -1.67491], [5.53597, -0.40797, -2.06031], [5.49267, -0.86967, -0.36521], [4.57477, 1.65183, -1.62971], [4.92697, 1.34053, 0.05899], [2.35487, 0.82323, -1.47501], [2.58437, 1.87953, -0.08981], [2.39897, -2.22197, 5.75159], [3.15217, -1.38557, 7.93299], [3.80567, 0.97313, 8.20009], [3.68437, 2.49973, 6.27169], [2.91827, 1.68273, 4.09669], [0.22787, -3.17987, 2.12589], [0.46927, -5.60117, 1.93399], [2.61427, -6.68607, 2.48699], [4.51507, -5.31657, 3.26019], [4.25757, -2.89107, 3.52669], [-2.53013, -2.64247, 2.41199], [-2.39783, -2.97757, 0.50189], [-1.56573, -1.41687, -0.61421], [-1.48613, -4.44847, -0.08991], [-2.19053, -5.64667, -0.05211], [-1.61173, -6.79447, -0.55831], [-0.33713, -6.74727, -1.10011], [0.37327, -5.55887, -1.11071], [-0.19813, -4.40617, -0.60261], [-3.98623, -3.09677, -0.38051], [-3.97233, -3.23337, -1.76461], [-5.16483, -3.38457, -2.44261], [-6.36193, -3.40467, -1.74201], [-6.37153, -3.24537, -0.36681], [-5.18143, -3.08647, 0.32259], [-3.19243, -5.66217, 0.35899], [-2.16573, -7.71877, -0.54551], [0.09277, -7.63877, -1.52631], [1.36797, -5.52847, -1.52891], [0.35387, -3.47427, -0.61681], [-3.02783, -3.22317, -2.29281], [-5.16533, -3.50547, -3.51471], [-7.28863, -3.56017, -2.27091], [-7.30513, -3.26357, 0.17289], [-5.16923, -2.97187, 1.39849], [3.85987, 3.70863, -6.78511], [2.47327, 3.75733, -6.79941], [1.90327, 2.55693, -6.20891], [1.25557, 2.53623, -5.03271], [0.96517, 3.53283, -4.39341], [0.91187, 1.17503, -4.50581], [0.88697, -0.01077, -5.23551], [0.56727, -1.18697, -4.57661], [0.28497, -1.14037, -3.22041], [0.30667, -0.01547, -2.51651], [0.59877, 1.10553, -3.15181], [4.21207, 3.95673, -5.92281], [2.17697, 3.80153, -7.85151], [2.06567, 4.61563, -6.25551], [2.16857, 1.69573, -6.65961], [1.08547, -0.03037, -6.29581], [0.54527, -2.12637, -5.10491], [-0.00113, -2.03197, -2.68421], [0.58717, 2.01783, -2.56541], [-2.00623, 2.49583, 3.94969], [-3.12193, 2.42953, 2.40429], [-4.16653, 4.01823, 2.25829], [-4.06283, 0.79993, 2.14259], [-1.48843, 2.58833, 0.11119], [-3.19093, 2.48053, -2.11451], [-4.59303, 3.61033, -1.47941], [-3.71743, 0.66273, -2.26231], [-2.19913, 3.18203, -3.58251], [0.33007, 4.58003, 0.41699], [-0.82463, 6.01773, 0.87499], [1.26767, 4.78463, -1.22401], [1.42097, 4.03053, 1.88369], [-2.59753, 2.74993, 4.82609], [-1.22293, 3.24433, 3.85879], [-1.54253, 1.53553, 4.15379], [-4.85253, 4.10063, 3.09629], [-4.76463, 4.04153, 1.35499], [-3.54703, 4.90903, 2.26569], [-4.70693, 0.57943, 2.98959], [-3.38163, -0.04387, 2.04279], [-4.68793, 0.82733, 1.25379], [-5.16093, 3.11543, -0.69681], [-5.29163, 3.84623, -2.27661], [-4.21953, 4.55343, -1.09191], [-4.34113, 0.35363, -1.42861], [-2.85633, 0.00253, -2.28151], [-4.28153, 0.49333, -3.17341], [-1.46723, 3.93153, -3.29081], [-2.86663, 3.64083, -4.30731], [-1.66193, 2.39373, -4.10171], [-1.66123, 6.09123, 0.18769], [-0.30313, 6.96883, 0.84339], [-1.22283, 5.90593, 1.87869], [0.60357, 4.94403, -2.06951], [1.87947, 3.91693, -1.45661], [1.93487, 5.64083, -1.17601], [0.83737, 3.88813, 2.78849], [2.18097, 4.77403, 2.10309], [1.93497, 3.09673, 1.67359]],
  "atomic_forces_ev_per_a": [[0.2, -0.8, 1.2], [0.5, 0.1, -0.8], [-0.3, 0.3, -0.2], [-0.2, -0.2, 0.9], [-1.3, 0.2, -0.1], [-0.1, -0.8, -0.6], [0.2, 0.1, 0.1], [0.0, -0.1, -0.1], [-0.1, -0.1, 0.1], [0.2, 0.7, -0.5], [-0.1, -0.4, -0.6], [0.0, -0.1, -0.1], [0.0, 0.0, 0.1], [0.0, 0.0, 0.0], [0.0, 0.2, 0.0], [0.0, 0.0, -0.2], [-0.1, 0.6, 0.2], [-0.1, 0.3, 0.0], [0.0, -0.2, 0.0], [-0.1, 0.0, 0.0], [0.1, 0.0, 0.0], [0.1, 0.2, 0.0], [0.1, 0.1, 0.0], [-0.1, 0.0, -0.3], [0.2, 0.0, -0.1], [0.0, 0.1, 0.1], [0.0, -0.1, 0.1], [-0.1, 0.1, 0.0], [0.0, -0.1, -0.1], [-0.1, 0.0, 0.0], [0.1, 0.0, 0.1], [0.1, 0.0, 0.0], [0.0, 0.0, 0.0], [0.1, 0.0, 0.0], [0.0, 0.1, 0.1], [0.0, 0.0, 0.0], [0.0, -0.2, 0.0], [0.0, -0.1, 0.1], [0.0, 0.0, 0.1], [0.0, 0.1, 0.0], [0.0, 0.2, -0.1], [-0.1, 0.0, 0.1], [-0.1, -0.1, -0.1], [0.0, -0.1, 0.0], [0.1, 0.0, 0.1], [0.2, 0.0, 0.1], [-0.1, -0.3, -0.1], [0.0, -0.2, 0.2], [0.6, 0.6, -0.1], [-0.3, 0.4, 0.3], [0.0, 0.1, 0.1], [-0.1, -0.1, 0.0], [0.0, 0.0, 0.0], [0.1, 0.0, -0.1], [-0.1, 0.1, 0.0], [0.4, 0.1, 0.3], [0.0, 0.0, 0.0], [0.0, 0.0, -0.1], [0.0, 0.0, 0.0], [-0.1, 0.0, 0.0], [0.1, 0.0, 0.1], [0.0, -0.1, 0.0], [0.0, -0.1, 0.0], [0.1, -0.1, 0.0], [0.1, 0.0, 0.0], [0.0, 0.0, 0.0], [0.0, -0.1, -0.1], [0.0, 0.0, -0.1], [-0.1, 0.0, -0.1], [-0.1, 0.0, 0.1], [0.0, 0.0, 0.0], [0.6, 0.0, 0.0], [-0.4, 0.2, 0.0], [0.1, 0.0, -0.3], [0.0, -0.1, -0.2], [0.0, 0.2, 0.2], [-0.1, -0.2, 0.2], [0.0, 0.2, 0.3], [0.0, 0.1, 0.0], [0.0, -0.3, -0.3], [-0.1, 0.1, 0.5], [0.1, 0.3, -0.2], [-0.1, 0.0, 0.0], [0.0, 0.0, 0.2], [0.0, -0.2, -0.1], [0.0, 0.0, 0.1], [0.0, 0.0, -0.1], [-0.1, -0.1, 0.0], [0.1, -0.2, 0.1], [0.1, 0.1, -0.1], [-0.3, -0.2, -0.7], [0.0, 0.2, -0.1], [0.5, -0.7, -0.1], [0.5, 0.7, 0.0], [0.0, -0.1, 0.3], [-0.1, 0.1, 0.0], [0.7, -0.5, -0.2], [0.4, 0.8, 0.1], [-0.4, -0.3, 0.7], [-0.2, 0.0, 0.1], [0.5, -0.5, -0.2], [-0.4, -0.2, 0.6], [-0.5, 0.1, -0.6], [-0.2, 0.1, 0.0], [0.0, 0.1, -0.1], [0.0, -0.1, 0.0], [-0.1, -0.1, 0.3], [-0.1, -0.1, -0.2], [0.2, 0.1, 0.0], [-0.1, 0.1, 0.2], [0.1, -0.1, 0.0], [-0.1, 0.1, -0.2], [0.0, -0.1, 0.1], [0.0, 0.0, -0.3], [0.1, 0.1, 0.0], [-0.1, 0.0, 0.2], [0.1, 0.0, -0.1], [-0.2, 0.2, -0.3], [0.0, 0.0, 0.1], [-0.3, 0.1, 0.0], [0.1, -0.2, 0.0], [-0.1, 0.0, -0.2], [0.2, 0.2, 0.0], [0.0, -0.1, 0.2], [-0.1, 0.0, -0.1], [0.1, -0.2, 0.0], [0.1, 0.2, 0.2], [-0.2, 0.0, 0.1], [0.1, 0.2, -0.1], [0.1, -0.1, -0.1]]
}

=====

Number 1: molecular weight 1035.362 g/mol. Number 2: molecular weight 1156.011 g/mol.